[1]
119
Properties=species:S:1:pos:R:3 method="wB97M-V/def2-TZVPD" homo_ev=-14.796 max_force_ev_per_a=3.5 total_energy_ha=-3987.5108 charge=+3
N 4.168 3.572 0.592
H 4.237 4.240 1.365
H 3.608 2.706 0.729
H 5.128 3.254 0.392
H 3.888 4.083 -0.245
N -3.635 2.877 -1.446
H -4.086 3.588 -2.023
H -4.260 2.069 -1.529
H -3.527 3.094 -0.453
H -2.704 2.610 -1.939
N -1.252 5.742 0.212
H -1.937 6.126 0.859
H -1.471 6.127 -0.707
H -1.367 4.672 0.122
H -0.287 5.944 0.499
N 4.346 0.517 -2.913
H 4.404 1.483 -2.625
H 3.406 0.114 -3.060
H 4.601 -0.067 -2.080
H 5.002 0.306 -3.664
N -1.203 1.429 -5.268
H -0.711 0.559 -5.475
H -0.685 2.209 -5.680
H -1.344 1.620 -4.247
H -2.129 1.399 -5.705
C 0.318 0.414 -1.731
C 1.508 0.308 -0.968
C 1.604 1.204 0.254
O 2.635 1.194 0.966
C 0.609 2.197 0.476
C -0.571 2.249 -0.266
C -0.671 1.354 -1.506
O -1.537 1.575 -2.417
O -1.479 3.111 -0.054
O 2.414 -0.456 -1.300
H 0.168 -0.220 -2.595
H 0.725 2.940 1.252
C 5.708 -2.473 1.748
C 7.100 -1.935 2.129
C 7.512 -0.999 1.011
S 6.008 -0.023 0.680
O 5.783 0.042 -0.752
O 6.204 1.156 1.502
C 4.900 -1.200 1.476
H 5.187 -3.037 2.512
H 5.807 -2.945 0.770
H 7.824 -2.742 2.229
H 6.972 -1.440 3.093
H 7.811 -1.531 0.110
H 8.245 -0.264 1.330
H 4.048 -1.333 0.805
H 4.497 -0.656 2.331
C 2.343 6.398 5.792
C 1.860 4.990 6.154
C 1.419 4.332 4.862
S 2.506 4.992 3.583
O 1.723 5.664 2.554
O 3.466 3.973 3.214
C 3.332 6.233 4.652
H 2.900 6.674 6.694
H 1.578 7.163 5.690
H 1.028 5.074 6.858
H 2.576 4.416 6.742
H 0.421 4.687 4.586
H 1.338 3.247 4.826
H 3.684 7.141 4.175
H 4.182 5.664 5.034
C 0.204 -2.894 -2.869
C 0.745 -4.319 -2.807
O -0.214 -5.291 -3.206
P -1.215 -5.863 -2.086
O -0.732 -5.614 -0.732
O -2.573 -5.103 -2.402
C -3.129 -5.185 -3.738
C -4.596 -5.532 -3.634
O -1.532 -7.317 -2.542
C -0.563 -8.354 -2.789
C -0.130 -8.341 -4.245
H 0.795 -2.291 -3.571
H -0.878 -2.879 -2.984
H 0.428 -2.333 -1.955
H 1.621 -4.467 -3.438
H 1.111 -4.512 -1.797
H -3.012 -4.183 -4.161
H -2.597 -5.899 -4.364
H -4.767 -6.604 -3.596
H -4.986 -5.003 -2.766
H -5.125 -5.158 -4.513
H 0.303 -8.246 -2.134
H -0.978 -9.340 -2.596
H -0.958 -8.536 -4.933
H 0.239 -7.374 -4.589
H 0.612 -9.123 -4.409
C -8.525 0.888 1.920
C -7.316 0.428 1.152
O -6.179 0.404 2.086
P -4.750 0.712 1.609
O -4.456 1.908 0.793
O -4.031 0.703 3.018
C -2.629 0.953 3.050
C -1.750 -0.188 3.453
O -4.251 -0.607 0.854
C -3.119 -0.433 0.024
C -2.775 -1.731 -0.663
H -8.443 1.919 2.261
H -9.351 0.865 1.205
H -8.704 0.262 2.789
H -7.429 -0.592 0.785
H -7.061 1.054 0.294
H -2.250 1.524 2.194
H -2.553 1.747 3.808
H -1.983 -0.609 4.426
H -1.769 -0.959 2.674
H -0.700 0.116 3.463
H -3.318 0.399 -0.663
H -2.268 -0.052 0.604
H -1.918 -1.799 -1.322
H -2.790 -2.517 0.098
H -3.633 -2.047 -1.275


[2]
123
Properties=species:S:1:pos:R:3 method="wB97M-V/def2-TZVPD" homo_ev="-8.008 / -8.008" max_force_ev_per_a=8.9 total_energy_ha=-2920.5987 charge=0 multiplicity=2
B 0.181 -1.310 0.391
F -1.117 -0.735 0.464
F 1.023 -0.402 -0.228
F 0.681 -1.817 1.612
F 0.020 -2.400 -0.428
C 4.300 -1.243 -8.364
O 3.806 -2.535 -8.532
C 2.517 -2.712 -9.119
C 1.412 -1.798 -8.577
N 1.191 -2.133 -7.194
C 0.039 -1.434 -6.644
C -0.133 -1.317 -5.125
O 1.102 -0.755 -4.623
C 1.126 -0.464 -3.225
H 3.707 -0.520 -7.804
H 4.579 -0.792 -9.316
H 5.235 -1.512 -7.872
H 2.335 -3.784 -9.048
H 2.696 -2.556 -10.183
H 0.527 -2.099 -9.137
H 1.695 -0.774 -8.818
H 1.993 -1.923 -6.617
H -0.859 -1.886 -7.064
H 0.012 -0.384 -6.934
H -0.275 -2.331 -4.752
H -0.987 -0.674 -4.912
H 2.097 -0.106 -2.884
H 0.851 -1.274 -2.550
H 0.509 0.422 -3.071
C -1.703 1.942 -2.967
O -0.811 2.639 -2.141
C -1.258 2.908 -0.815
C -0.233 3.885 -0.076
N -0.005 5.103 -0.831
C 0.740 6.073 -0.006
C 0.627 7.458 -0.670
O -0.717 7.985 -0.634
C -0.696 9.318 -1.197
H -1.328 2.179 -3.962
H -2.711 2.332 -2.829
H -1.669 0.858 -2.852
H -1.245 1.933 -0.328
H -2.256 3.342 -0.762
H 0.644 3.338 0.271
H -0.772 4.073 0.853
H -0.929 5.503 -0.748
H 1.780 5.748 0.026
H 0.329 6.110 1.003
H 1.158 7.428 -1.621
H 1.252 8.133 -0.086
H 0.239 9.862 -1.327
H -1.276 10.063 -0.651
H -1.123 9.203 -2.193
C -1.391 -0.953 6.172
C -1.462 -2.226 5.294
C -0.141 -2.234 4.440
C 1.157 -2.477 5.242
C 1.037 -3.847 5.862
C -0.249 -4.016 6.722
N -1.449 -3.531 6.069
O -2.579 -3.774 6.853
C -0.376 -5.530 6.915
C 0.090 -3.346 8.109
C -2.674 -2.262 4.335
H -1.209 0.006 5.688
H -0.601 -1.064 6.916
H -2.349 -0.871 6.685
H -0.305 -3.032 3.716
H -0.168 -1.301 3.876
H 1.255 -1.850 6.127
H 2.010 -2.383 4.569
H 1.940 -3.989 6.456
H 1.115 -4.555 5.036
H -1.172 -5.813 7.605
H -0.618 -5.858 5.904
H 0.563 -6.033 7.144
H 0.469 -4.004 8.892
H 0.867 -2.596 7.959
H -0.784 -2.850 8.530
H -2.962 -3.242 3.953
H -2.443 -1.669 3.450
H -3.613 -1.936 4.781
H -2.965 -4.424 6.261
C -2.961 -2.210 -2.456
O -3.914 -2.009 -3.199
N -2.778 -1.462 -1.425
N -2.063 -3.150 -2.494
H -3.538 -0.799 -1.492
H -2.101 -1.539 -0.679
H -1.328 -2.937 -1.835
H -2.049 -3.786 -3.278
C 3.056 2.465 -0.819
O 2.143 2.778 -1.505
N 3.071 1.363 -0.206
N 4.079 3.146 -0.594
H 2.250 0.807 -0.400
H 3.865 1.124 0.370
H 4.143 4.082 -0.967
H 4.785 2.820 0.051
C -0.726 1.735 3.065
O -0.871 2.506 3.941
N 0.417 1.397 2.579
N -1.605 1.212 2.329
H 0.320 0.762 1.801
H 1.276 1.592 3.075
H -1.254 0.534 1.668
H -2.582 1.471 2.312
C 4.035 -1.951 0.215
O 5.197 -1.840 -0.075
N 3.124 -2.437 -0.554
N 3.559 -1.582 1.371
H 3.320 -2.885 -1.438
H 2.161 -2.522 -0.262
H 4.217 -1.150 2.003
H 2.589 -1.665 1.640
C -4.826 1.031 -0.113
O -4.620 0.662 -1.229
N -4.400 0.384 0.907
N -5.526 2.074 0.161
H -3.869 -0.456 0.727
H -4.610 0.733 1.831
H -5.834 2.701 -0.568
H -5.449 2.493 1.077